{"formula": "C21H37BBrF7I2N3O9S3", "method": "ωB97M-V with the def2-TZVPD basis set", "elements": ["C", "C", "I", "C", "I", "B", "C", "C", "C", "Br", "O", "C", "C", "C", "N", "N", "N", "C", "O", "S", "O", "O", "C", "F", "F", "C", "F", "F", "C", "F", "F", "F", "O", "H", "H", "H", "H", "H", "H", "H", "H", "H", "H", "H", "H", "H", "H", "H", "H", "H", "H", "H", "H", "H", "C", "C", "C", "S", "O", "O", "C", "H", "H", "H", "H", "H", "H", "H", "H", "C", "C", "C", "S", "O", "O", "C", "H", "H", "H", "H", "H", "H", "H", "H"], "xyz": [[4.6345, -2.8907, 3.5397], [3.1486, -3.0374, 2.9695], [2.3914, -4.9718, 3.7597], [3.0473, -3.1666, 1.3731], [4.5375, -4.6714, 0.7707], [3.1719, -1.7427, 0.5671], [4.6453, -1.1265, 0.1972], [5.2316, -1.5599, -1.2263], [4.6202, -0.7638, -2.4723], [3.5877, -2.0743, -3.6068], [2.2321, -1.6892, -0.5959], [0.9638, -1.4171, -0.0219], [-0.2639, -1.0049, -0.9519], [-0.4499, -1.8644, -2.2891], [-1.9140, -2.2321, -2.4399], [-0.1669, -0.9551, -3.4327], [0.2990, -3.1383, -2.3282], [1.4076, -0.0843, 0.8518], [1.9958, 0.7577, -0.1797], [0.1593, 0.6760, 1.9980], [-1.2174, 0.0800, 1.9245], [0.6603, 0.4103, 3.4039], [0.1059, 2.5674, 1.8831], [-0.2698, 3.1443, 3.0973], [1.4578, 2.9689, 1.6795], [-0.7026, 3.1135, 0.6257], [-0.4885, 4.5213, 0.5828], [-0.2490, 2.6297, -0.6008], [-2.2894, 2.8890, 0.6791], [-2.7919, 2.5678, 1.9243], [-2.8937, 4.1173, 0.3225], [-2.6170, 1.9717, -0.3163], [2.5943, -0.6528, 1.4469], [5.4082, -2.5716, 2.7791], [4.6498, -2.1618, 4.4185], [4.9677, -3.8962, 3.9722], [2.4556, -2.2617, 3.4193], [2.0327, -3.6600, 1.1628], [5.4309, -1.3253, 0.9961], [4.5258, 0.0157, 0.1578], [5.1701, -2.6659, -1.4562], [6.3551, -1.3078, -1.2050], [3.9005, 0.0454, -2.1205], [5.4511, -0.3808, -3.1357], [0.5243, -2.1180, 0.7573], [-0.2539, 0.0924, -1.2323], [-1.2102, -1.1775, -0.3269], [-2.0050, -3.1601, -2.0166], [-2.5157, -1.5332, -1.9941], [-0.3847, -1.4447, -4.3061], [0.8002, -0.6163, -3.3978], [0.1886, -3.6870, -1.4704], [0.0346, -3.6628, -3.1685], [2.7011, 1.3067, 0.2340], [-1.2737, 5.4890, -2.1269], [-1.3606, 6.9160, -2.6731], [-1.3554, 6.8244, -4.2007], [-2.0653, 5.2321, -4.6088], [-1.0458, 4.4200, -5.2296], [-3.3647, 5.4300, -5.2111], [-2.2858, 4.6782, -2.9265], [-1.4846, 5.4515, -1.0611], [-0.2660, 5.0929, -2.2870], [-2.2931, 7.3790, -2.3352], [-0.5376, 7.5371, -2.3132], [-1.9554, 7.6137, -4.6539], [-0.3406, 6.8534, -4.6000], [-2.1207, 3.6027, -2.8645], [-3.3079, 4.9198, -2.6274], [-4.7398, -2.0453, 3.1232], [-3.3673, -2.1008, 3.7981], [-2.8957, -3.5566, 3.7603], [-3.6672, -4.2953, 2.3243], [-4.5921, -5.3128, 2.7699], [-2.6593, -4.5557, 1.3222], [-4.6020, -2.8539, 1.8397], [-5.0498, -1.0188, 2.9188], [-5.4912, -2.5026, 3.7752], [-2.6637, -1.4711, 3.2446], [-3.4055, -1.7259, 4.8228], [-1.8115, -3.6256, 3.6644], [-3.2265, -4.1071, 4.6422], [-5.5595, -3.1569, 1.4174], [-4.0162, -2.3119, 1.0943]], "multiplicity": 1, "orbital_gap_ev": 7.90, "charge": -1, "e_homo_ev": -5.93}